12
Properties=species:S:1:pos:R:3 method="wB97M-V/def2-TZVPD" fmax_ev_per_a=5.4 lumo_ev=-0.7726 e_homo_ev=-9.87 multiplicity=1 de_lowest_ev=3.887 charge=0
H -2.38736 -1.05200 1.34679
N -1.95449 -0.11203 0.87006
C -1.09823 -0.13327 -0.07809
C -0.42201 -1.24974 -0.62567
N 0.81564 -1.41561 -0.39338
N 1.58146 -0.73611 0.57582
C 1.49070 0.56819 0.40826
C 0.44893 1.39952 -0.27983
N -0.81434 1.12857 -0.60959
H -0.65950 -1.85006 -1.47470
H 2.12644 1.19803 1.05274
H 0.87276 2.25452 -0.79241